(1)
Formula: C9H21Cl2HfO3P2
Source: the OMol25 dataset
Level of theory: ωB97M-V/def2-TZVPD

Summary:
E_HOMO: -20.656 eV
ΔE to the lowest compared entry with this formula, charge and spin: 1.627 eV
E: -2231.46115 a.u.
net charge: +3

Cartesian coordinates (Å):
C  -0.165  -0.115  4.267
C  3.206  -1.240  0.061
H  3.402  -0.869  -2.605
H  -2.184  -2.017  3.160
C  -1.586  -0.825  -3.638
H  -1.569  -0.783  -5.864
H  3.419  -0.932  1.093
H  3.185  1.716  0.511
O  -0.692  0.259  1.516
C  3.077  1.482  -0.559
Cl  -0.727  -2.545  -0.422
O  -0.816  2.610  -2.174
C  -2.023  -0.275  -4.990
H  -2.801  2.166  2.578
H  2.707  -2.214  0.122
H  -3.095  -0.431  -5.138
P  2.065  -0.045  -0.705
O  -0.804  -0.253  -2.848
H  -2.653  1.887  4.293
H  4.124  -1.335  -0.544
H  -3.291  -0.808  3.891
H  2.223  0.455  -3.085
H  4.069  1.365  -1.031
Cl  -2.268  -2.349  -3.194
H  0.242  -1.126  4.112
H  -1.836  0.815  -5.019
H  1.631  -1.207  -2.808
H  -0.632  -0.106  5.270
H  -3.221  -1.018  2.129
H  2.515  2.321  -1.001
H  0.656  0.617  4.280
Hf  -0.410  -0.221  -0.440
C  2.372  -0.457  -2.484
H  -1.313  2.667  3.449
P  -1.364  0.293  2.954
C  -2.078  1.890  3.355
C  -0.747  1.647  -1.536
C  -2.620  -1.017  3.043

Löwdin atomic charge list, values in e, 8 entries: C -0.14; C -0.22; H 0.09; H 0.08; C -0.73; H 0.13; H 0.07; H 0.07


(2)
Formula: C25H21N6SZn
Source: the OMol25 dataset
Level of theory: ωB97M-V/def2-TZVPD

Summary:
E_HOMO: -10.370 eV
E: -3471.23347 a.u.
net charge: +1

Cartesian coordinates (Å):
H  4.207  3.193  1.912
C  -5.168  -2.133  -0.673
C  -4.695  -0.822  1.358
C  0.335  -0.652  2.252
N  -3.173  -2.007  -2.241
H  6.143  1.573  -1.560
C  -3.903  -1.746  -1.093
H  1.988  2.195  1.219
H  -2.776  0.132  1.536
C  -0.885  -1.380  -3.182
N  -1.886  -0.692  -1.059
C  2.845  1.342  -0.570
H  -1.141  2.823  -0.032
H  -6.511  -1.918  0.934
S  0.714  -1.484  3.691
H  -5.071  -0.464  2.309
C  5.244  1.719  -0.956
C  2.346  0.123  -2.274
Zn  0.054  -0.239  -0.435
C  1.544  -0.758  -3.225
C  -1.971  -1.412  -2.141
H  6.178  2.886  0.467
C  -0.947  2.488  0.977
C  -0.987  2.716  3.333
C  -0.482  1.435  3.428
N  0.419  -1.301  -2.481
H  -0.337  0.982  4.383
H  -0.978  -2.240  -3.868
H  1.437  -3.362  0.700
C  4.097  2.639  0.995
C  5.254  2.428  0.209
H  -1.677  4.249  1.990
N  -0.425  1.272  1.050
C  1.277  -2.844  2.799
C  -3.426  -0.486  0.956
H  -3.463  -2.592  -2.998
C  -0.231  0.713  2.255
H  2.185  -1.571  -3.667
N  3.665  0.378  -2.376
H  -1.018  -0.489  -3.790
H  0.619  -2.200  -2.101
C  -5.542  -1.637  0.584
C  -3.049  -0.936  -0.323
H  1.588  -3.713  3.373
N  1.799  0.683  -1.231
C  1.146  -2.633  1.450
H  4.255  0.103  -3.153
H  1.181  -0.138  -4.054
C  0.608  -1.353  1.104
C  -1.262  3.259  2.084
C  4.012  1.173  -1.312
H  -1.223  3.263  4.197
H  -5.786  -2.672  -1.352
C  2.873  2.107  0.605

Löwdin atomic charge list, values in e, 8 entries: H 0.11; C 0.01; C -0.07; C -0.57; N 0.18; H 0.12; C -0.17; H 0.10


(3)
Formula: C8H24O4S4
Source: the OMol25 dataset
Level of theory: ωB97M-V/def2-TZVPD

Summary:
E_HOMO: -8.545 eV
ΔE to the lowest compared entry with this formula, charge and spin: 2.697 eV
E: -2212.68312 a.u.
net charge: 0

Cartesian coordinates (Å):
H  0.078  2.501  6.235
H  6.647  -1.436  1.438
C  -7.069  -1.284  -9.507
C  -0.234  1.331  -2.465
H  -5.821  0.338  -6.434
H  6.001  -4.073  0.959
H  7.371  -0.815  2.938
S  -6.128  -1.315  -7.954
H  -5.938  1.002  -8.093
C  -6.414  0.364  -7.348
H  -0.754  0.382  -2.335
H  -2.529  3.701  9.049
H  -6.482  -0.684  -10.202
S  1.508  0.915  -1.879
O  1.644  0.658  -0.400
H  1.409  -1.266  -1.957
H  -7.443  0.651  -7.131
S  7.368  -3.252  2.931
H  -1.608  2.843  6.728
H  -1.691  2.998  10.377
H  -0.693  1.682  7.651
H  5.806  -5.147  2.477
H  -0.689  1.974  -1.711
H  2.952  -1.000  -2.798
S  -0.005  3.574  8.538
O  8.609  -3.359  2.094
H  -8.031  -0.848  -9.237
O  -4.627  -1.598  -8.323
H  5.746  -1.508  2.932
H  -7.203  -2.310  -9.847
C  -0.604  2.606  7.079
C  -1.583  3.744  9.590
H  -1.292  4.713  9.995
H  -0.205  1.774  -3.460
H  5.075  -3.641  2.321
C  6.747  -1.601  2.511
C  5.991  -4.163  2.045
H  1.382  -0.489  -3.615
O  0.781  2.679  9.491
C  1.929  -0.643  -2.685

Löwdin atomic charge list, values in e, 8 entries: H 0.05; H 0.06; C -0.26; C -0.23; H 0.04; H 0.06; H 0.05; S 0.81


(4)
Formula: C2H3NO3
Source: the OMol25 dataset
Level of theory: ωB97M-V/def2-TZVPD

Summary:
E_HOMO: -9.488 eV
ΔE to the lowest compared entry with this formula, charge and spin: 3.183 eV
E: -358.41271 a.u.
net charge: 0

Cartesian coordinates (Å):
H  1.210  -0.596  1.730
H  -0.579  -0.990  2.026
O  -1.238  1.573  -2.123
C  -0.125  1.281  -1.943
O  0.999  1.111  -1.738
N  0.053  -1.421  0.275
C  0.081  -0.498  1.388
O  -0.281  -0.904  -0.755
H  -0.120  0.445  1.140

Löwdin atomic charge list, values in e, 8 entries: H 0.15; H 0.06; O 0.20; C -0.46; O 0.19; N -0.07; C -0.07; O -0.03


(5)
Formula: C7H11F
Source: the OMol25 dataset
Level of theory: ωB97M-V/def2-TZVPD

Summary:
E_HOMO: -9.435 eV
ΔE to the lowest compared entry with this formula, charge and spin: 1.915 eV
E: -373.09704 a.u.
net charge: 0

Cartesian coordinates (Å):
H  -2.579  -1.601  -0.020
H  1.391  -0.006  -1.804
C  -0.711  1.138  -0.283
H  -2.989  0.608  -0.238
H  -0.799  2.170  0.323
H  1.902  1.379  -0.687
C  0.945  0.135  1.401
C  -1.805  -0.955  0.008
H  1.695  -0.632  1.471
H  -0.686  1.532  -1.414
F  2.672  -0.511  -0.354
H  1.257  1.206  1.488
C  1.640  0.305  -0.723
C  -2.016  0.291  -0.206
H  -0.174  -1.573  -1.391
H  0.268  -0.255  2.237
C  -0.368  -1.243  -0.242
C  0.314  0.052  0.102
H  0.042  -2.041  0.334

Löwdin atomic charge list, values in e, 8 entries: H 0.07; H 0.14; C -0.10; H 0.08; H 0.15; H 0.13; C -0.08; C -0.10


(6)
Formula: C3H5N3S2
Source: the OMol25 dataset
Level of theory: ωB97M-V/def2-TZVPD

Summary:
E_HOMO (alpha / beta): -7.015 / -7.042 eV
ΔE to the lowest compared entry with this formula, charge and spin: 5.455 eV
E: -1077.75661 a.u.
net charge: 0

Cartesian coordinates (Å):
N  -1.095  -1.579  -0.519
H  0.862  -0.849  -1.143
S  0.314  2.282  -0.520
H  0.647  2.370  1.728
S  -3.848  1.136  0.195
H  -3.015  -1.921  -0.506
N  -2.432  -1.127  -0.333
H  1.787  1.375  0.837
H  -0.910  -2.388  -1.230
C  -2.736  0.146  -0.254
N  1.291  2.323  0.842
C  -0.104  -0.528  -0.653
C  -0.361  0.730  -0.343

Löwdin atomic charge list, values in e, 8 entries: N -0.06; H 0.13; S 0.79; H 0.08; S 0.65; H 0.14; N -0.07; H 0.05


> Which value of E does entry 2 give?

-3471.23347 a.u.